No. 1
Molecular formula: C27H68BrO15P3
Method: DFT, ωB97M-V/def2-TZVPD

## Properties
* LUMO level: -0.08 eV
* HOMO-LUMO gap: 9.5 eV

Positions of all 114 atoms, in Å:
Br1 1.13537 -0.01548 -1.26464
P1 0.44348 -2.88755 1.05332
P2 3.21945 -0.71846 3.89688
P3 2.11451 -0.86407 1.99568
O1 1.86968 -2.51585 1.73945
O2 3.76789 -1.99417 4.31367
O3 4.34366 0.45099 3.82214
O4 -1.16072 8.00665 -1.80286
O5 7.42665 -4.97789 2.96201
O6 0.38281 -2.66224 -0.56611
O7 2.12508 -0.14012 4.93551
O8 -1.16316 1.78179 2.33069
O9 0.24876 -2.39962 -5.80690
O10 3.19201 -5.67134 -2.35138
O11 -0.72002 -2.10312 1.85529
O12 -4.08500 -0.59780 -1.18203
O13 0.22525 -4.29484 1.28303
O14 -0.95701 5.42421 2.32667
O15 -2.17342 3.03232 0.79515
C1 7.26436 -4.75132 4.36400
C2 -1.10241 3.12195 -0.17567
C3 -5.01294 -0.25093 -2.21295
C4 3.54740 -6.59336 -0.14986
C5 -2.03800 1.88475 1.55328
C6 -2.11013 -2.80352 -5.54156
C7 -1.25995 -0.81086 -6.81068
C8 -0.58132 4.38700 4.47295
C9 -2.34200 6.15081 4.16080
C10 2.51132 -1.61233 -3.50577
C11 1.33143 -6.80084 -1.31171
C12 -0.96627 5.66013 3.73608
C13 1.56216 -2.47233 -2.62590
C14 -2.11810 10.17756 -1.37722
C15 -5.44452 -1.50636 -2.95302
C16 -3.05344 0.78731 1.27867
C17 -6.20612 0.47000 -1.60528
C18 1.47031 -1.97503 -1.16054
C19 -0.79441 4.59506 -0.43710
C20 -1.74694 8.82421 -0.78984
C21 2.55764 -5.93151 -1.09432
C22 -2.96356 8.12301 -0.20497
C23 -2.62145 -0.55760 1.87703
C24 -1.01340 -1.75573 -5.64450
C25 7.40522 -6.06907 5.11190
C26 -1.39118 -1.06545 1.10186
C27 5.91196 -4.10696 4.62519
H1 -2.37435 6.36077 5.23141
H2 -4.53409 -1.19201 -0.56808
H3 -4.57971 -2.01803 -3.37430
H4 -3.71431 7.94068 -0.98003
H5 5.76927 -3.90400 5.68767
H6 4.42533 -5.96006 -0.00999
H7 -3.12489 0.67807 0.18472
H8 7.30664 -5.92481 6.18922
H9 -6.92271 0.76520 -2.37304
H10 3.46697 -6.51680 -2.72401
H11 -2.55024 10.83313 -0.61911
H12 6.64281 -6.78191 4.78478
H13 3.06571 -0.46402 1.01138
H14 -4.05141 1.08004 1.62711
H15 -1.28764 3.58371 4.25265
H16 1.61206 -7.75750 -1.76338
H17 -0.20403 2.56475 0.11421
H18 -1.68414 5.15106 -0.75167
H19 -2.45262 -0.51698 2.95630
H20 0.21718 -2.90869 -6.62525
H21 -0.56081 4.54707 5.55288
H22 -1.26947 -1.35929 -7.75681
H23 3.33472 -1.25058 -2.88236
H24 -1.81544 7.88013 -2.49923
H25 -1.91706 -3.47947 -4.70647
H26 -0.96174 -1.18442 -4.71463
H27 -0.01754 4.69838 -1.20291
H28 -3.42031 8.71791 0.58812
H29 -5.93055 -2.20928 -2.27059
H30 2.25224 -4.96652 -0.68623
H31 5.82023 -3.17165 4.07918
H32 -3.08652 -2.34031 -5.39728
H33 -2.68363 7.15150 0.20554
H34 3.90027 -7.54292 -0.56325
H35 1.80452 -3.54159 -2.65058
H36 8.06046 -4.07022 4.66976
H37 -0.99227 8.95565 -0.01315
H38 -0.22376 6.43554 3.93248
H39 -2.21216 -0.28824 -6.70243
H40 0.63481 -6.31539 -1.99752
H41 -2.14588 -3.41552 -6.44725
H42 -2.60839 7.05984 3.61868
H43 8.37639 -6.52402 4.90830
H44 1.41466 0.27369 4.41401
H45 2.44217 -2.19629 -0.70706
H46 -1.23849 10.66531 -1.79977
H47 2.85287 -2.23504 -4.33634
H48 -0.69775 -0.21896 1.02872
H49 -2.84110 10.06101 -2.18980
H50 4.58227 0.63755 2.90093
H51 0.81551 -6.99597 -0.37104
H52 -4.48991 0.41885 -2.89777
H53 -3.10667 5.40383 3.92886
H54 3.09514 -6.78357 0.82449
H55 0.54248 -2.38057 -3.02551
H56 6.72794 -5.57910 2.67944
H57 -0.46152 -0.07054 -6.87856
H58 -3.44897 -1.25677 1.68488
H59 -0.45544 5.06169 0.50319
H60 5.10021 -4.75535 4.28313
H61 0.40263 4.04185 4.15226
H62 1.92030 -0.80614 -3.94316
H63 -6.71656 -0.17066 -0.88038
H64 -1.45168 2.66921 -1.11959
H65 -6.13900 -1.27019 -3.76111
H66 -1.61133 4.73823 2.12961
H67 -5.88157 1.36371 -1.06936
H68 -1.75106 -1.38702 0.11866

Atomic partial charges in e from the Mulliken method, atoms 1 to 4:
1 Br -0.106
2 P 0.821
3 P 0.847
4 P -0.109

***

No. 2
Molecular formula: C39H48N2O2S2
Method: DFT, ωB97M-V/def2-TZVPD

## Properties
* LUMO level: -0.83 eV
* HOMO-LUMO gap: 7.8 eV
* SMILES: CCN(CC)C(=S)SCCCNC(=O)O.c1ccccc1.c1ccccc1.c1ccccc1.c1ccccc1.c1ccccc1

Positions of all 93 atoms, in Å:
S1 5.72393 -3.15429 0.00496
S2 3.54157 -3.78109 2.01173
O1 1.74346 0.48561 4.48676
O2 0.08079 -0.76839 5.60013
N1 -0.00783 -0.78048 3.25246
N2 6.22378 -2.66303 2.60367
C1 -1.93532 4.84961 -6.72413
C2 -0.96420 -2.71880 -2.31032
C3 -6.47249 -0.30140 3.36492
C4 0.58492 -0.37281 4.51598
C5 1.17537 -3.09547 3.46357
C6 -0.18494 -2.26757 3.16582
C7 -7.85507 -0.40517 3.48124
C8 5.97934 -3.22723 3.96703
C9 -8.49086 0.03719 4.63742
C10 -0.16604 3.60551 -2.52438
C11 1.49701 2.84713 -4.09614
C12 -7.74296 0.57743 5.67892
C13 1.65888 -3.64802 -2.39232
C14 -6.36085 0.68467 5.56141
C15 -5.72531 0.24751 4.40321
C16 -1.47449 0.28152 -0.17548
C17 5.23276 -3.14858 1.62622
C18 -3.45636 1.05914 -1.30577
C19 -1.39798 2.71295 -7.70121
C20 -0.14219 4.86849 -3.10807
C21 1.00424 -3.51914 -1.17103
C22 0.70056 5.12074 -4.18631
C23 -2.13910 3.04363 -8.83206
C24 1.00148 -3.31345 -3.57200
C25 7.28084 -3.29240 4.90419
C26 7.60275 -0.47464 2.96772
C27 1.52308 4.11089 -4.67721
C28 -3.43470 0.87077 1.09727
C29 -0.31142 -2.85291 -3.53187
C30 -2.68094 5.17827 -7.85246
C31 -2.14121 0.60739 -1.35245
C32 6.20576 -1.17133 2.58103
C33 -2.77895 4.27675 -8.90783
C34 -4.10261 1.19318 -0.08000
C35 0.64989 2.59311 -3.02122
C36 -0.30547 -3.04991 -1.13028
C37 -1.29240 3.61814 -6.64978
C38 -2.12238 0.41033 1.05004
C39 2.44396 -2.44130 2.67699
H1 -0.54260 -2.56351 2.11014
H2 -0.78064 5.65652 -2.72275
H3 -4.64781 0.33341 4.31040
H4 7.91042 -4.22011 4.64753
H5 -3.18441 6.13737 -7.90952
H6 -0.81420 -2.94273 -0.17752
H7 -3.93786 0.97773 2.05271
H8 1.51595 -3.78342 -0.25164
H9 0.48344 -0.39636 2.43518
H10 0.97830 -4.17787 3.10842
H11 2.68141 -4.00902 -2.42368
H12 -1.98628 -2.35622 -2.27813
H13 7.88487 -2.33014 4.94900
H14 1.35460 -3.15918 4.59148
H15 -2.21749 2.33986 -9.65400
H16 1.98790 -1.90374 1.76276
H17 -0.82167 3.40956 -1.68199
H18 -9.56911 -0.04014 4.72683
H19 -3.35539 4.53512 -9.79017
H20 -5.77847 1.10899 6.37235
H21 -5.12693 1.54895 -0.04291
H22 6.88880 -3.48460 5.97494
H23 2.13654 2.05950 -4.48043
H24 -3.97752 1.30795 -2.22392
H25 -0.82532 -2.59738 -4.45230
H26 8.46960 -1.22955 2.98985
H27 -0.90201 1.75004 -7.64015
H28 -5.97661 -0.64796 2.46372
H29 7.85636 0.44903 2.34234
H30 -8.43763 -0.83088 2.67114
H31 -0.70948 3.36347 -5.77167
H32 -1.63522 0.50830 -2.30752
H33 0.62648 1.60652 -2.57042
H34 -0.44904 -0.07318 -0.21294
H35 5.90906 -0.75884 1.55030
H36 5.13213 -2.59982 4.43868
H37 -1.03219 -2.53588 3.89395
H38 2.51168 -0.00453 4.85014
H39 7.49171 -0.09560 4.05021
H40 -8.23803 0.91602 6.58309
H41 -1.85548 5.55374 -5.90253
H42 5.41389 -0.76006 3.31606
H43 2.93933 -1.72582 3.40935
H44 -1.60407 0.15273 1.96771
H45 5.65042 -4.32192 3.80730
H46 1.51259 -3.41245 -4.52409
H47 0.71729 6.10435 -4.64331
H48 2.18445 4.30910 -5.51432

Atomic partial charges in e from the Mulliken method, atoms 1 to 4:
1 S -0.150
2 S -0.198
3 O -0.482
4 O -0.555

***

No. 3
Molecular formula: C4H4N2
Method: DFT, ωB97M-V/def2-TZVPD

## Properties
* LUMO level (spin up / spin down): -0.80 / -0.84 eV
* HOMO-LUMO gap (spin up / spin down): 7.5 / 7.0 eV
* SMILES: c1cnccn1

Positions of all 10 atoms, in Å:
N1 1.23529 0.17530 -0.64429
N2 -1.24109 -0.74430 0.17755
C1 0.14036 0.59661 -1.30192
C2 1.02742 -0.38431 0.52612
C3 -1.06844 0.17637 -0.79366
C4 -0.28165 -0.57650 1.05277
H1 -0.50917 -0.88963 2.06087
H2 -1.42474 1.03244 -0.06451
H3 0.22687 1.30602 -2.11943
H4 1.89516 -0.69201 1.10649

Atomic partial charges in e from the Mulliken method, atoms 1 to 4:
1 N -0.550
2 N -0.338
3 C -0.269
4 C 0.012

***

The records above yield total energy values of -157727.2774 -69964.0828 -7187.8416 eV, respectively.